The following is a DFT calculation (ωB97M-V with the def2-TZVPD basis set) of C35H54AlB2BrIN2O35 as an isolated structure in a non-equilibrium geometry.

Properties
HOMO level in eV: -2.86
2S+1: 1
LUMO level in eV: 1.87
Total charge: -1
HOMO-LUMO gap in eV: 4.7

Structure (XYZ):
```
131
Properties=species:S:1:pos:R:3:forces:R:3
C 4.582 -0.162 0.720 -0.247 -0.061 0.285
N 3.754 1.098 0.732 1.547 0.536 -2.096
C 4.717 2.215 0.534 -0.224 0.190 0.909
B 2.755 1.014 -0.350 -0.113 -0.805 0.009
O 2.839 1.768 -1.572 0.096 0.675 1.061
Al 1.129 -0.333 -0.077 0.047 -0.800 -0.006
Br 0.802 -1.631 -2.133 -0.115 0.066 -0.058
I 1.480 -1.913 2.018 -4.697 2.077 -7.224
B -0.581 0.806 0.420 -0.852 0.426 -0.788
N -0.430 2.068 1.246 -0.046 -0.624 0.096
O -1.922 0.468 0.064 0.687 0.092 1.372
H 4.319 -0.769 -0.182 0.333 0.026 0.961
H 5.658 0.125 0.644 -0.715 -0.214 -0.086
H 4.458 -0.721 1.671 -0.092 0.161 -0.825
H 5.312 2.123 -0.418 -0.548 0.262 0.667
H 4.141 3.167 0.591 0.681 -0.569 -0.247
H 5.423 2.188 1.405 -0.455 0.276 -0.788
H 2.400 2.630 -1.507 0.205 -0.243 -0.108
H 0.466 2.500 1.005 -0.097 -0.393 0.347
H -0.331 1.787 2.231 -0.108 0.361 -0.245
H -2.472 0.750 0.825 -0.120 0.249 -0.644
C -1.269 -4.905 5.079 -0.308 -0.329 -0.174
C -0.966 -4.240 6.396 -0.197 -0.050 0.474
O 0.249 -3.549 6.128 -0.150 -0.090 -0.165
C 0.308 -3.341 4.775 0.368 0.321 -0.473
O 1.106 -2.648 4.232 -0.671 -1.616 3.940
O -0.669 -4.028 4.134 0.143 0.087 0.402
H -2.338 -5.002 4.894 0.076 0.105 -0.175
H -0.803 -5.891 4.991 0.019 0.033 0.025
H -1.731 -3.513 6.682 0.002 -0.014 -0.056
H -0.837 -4.955 7.208 0.168 0.102 -0.003
C 6.350 3.759 4.685 0.377 0.323 -0.201
C 5.860 3.402 6.064 0.195 0.112 0.455
O 4.540 2.928 5.818 0.125 0.054 -0.198
C 4.495 2.505 4.516 -0.260 -0.354 -0.585
O 3.594 1.904 4.037 0.138 0.185 0.265
O 5.623 2.867 3.849 -0.149 -0.052 0.485
H 7.423 3.610 4.570 -0.089 -0.112 -0.152
H 6.102 4.786 4.405 -0.028 -0.038 0.008
H 6.445 2.599 6.521 -0.016 -0.005 -0.052
H 5.847 4.257 6.738 -0.186 -0.064 -0.006
C -2.337 -5.553 -2.622 -0.379 0.011 -0.214
C -1.221 -6.564 -2.548 0.197 -0.340 -0.279
O -0.248 -5.906 -1.743 -0.409 0.139 0.008
C -0.905 -4.974 -0.989 0.365 0.466 0.388
O -0.423 -4.366 -0.099 -0.134 -0.293 0.017
O -2.202 -4.839 -1.402 0.180 -0.238 -0.031
H -3.319 -6.021 -2.691 -0.019 0.113 0.136
H -2.218 -4.856 -3.451 0.071 0.037 0.131
H -1.528 -7.488 -2.048 -0.041 0.036 -0.003
H -0.813 -6.811 -3.526 0.126 0.044 0.108
C -2.955 -0.766 -3.128 0.562 0.496 0.216
C -4.100 -0.853 -2.164 0.118 0.255 0.604
O -5.074 -1.604 -2.904 0.071 -0.310 -0.489
C -4.404 -2.324 -3.833 0.121 0.099 0.101
O -4.902 -3.183 -4.506 -0.035 -0.045 -0.058
O -3.108 -1.958 -3.908 -0.615 -0.242 -0.062
H -1.993 -0.746 -2.628 0.238 -0.222 -0.026
H -3.027 0.100 -3.792 -0.071 -0.088 -0.073
H -3.842 -1.402 -1.256 0.044 0.013 -0.069
H -4.491 0.124 -1.886 -0.200 -0.155 -0.076
C -1.251 5.254 0.183 -0.196 -0.501 -0.115
C -0.986 5.967 1.477 -0.283 -0.275 0.593
O 0.224 6.678 1.204 -0.014 0.060 -0.617
C 0.302 6.847 -0.140 0.174 0.069 0.010
O 1.103 7.544 -0.686 -0.104 -0.061 0.009
O -0.647 6.122 -0.785 0.279 0.396 0.194
H -2.313 5.128 -0.017 0.087 0.100 -0.113
H -0.765 4.278 0.137 -0.106 0.017 0.074
H -1.769 6.688 1.729 0.053 0.029 -0.040
H -0.859 5.278 2.310 0.143 0.140 -0.038
C 0.947 3.704 7.083 0.093 0.042 0.383
C 1.133 2.623 6.055 0.609 -0.518 0.114
O 0.062 2.858 5.148 -0.227 0.421 0.160
C -0.291 4.157 5.262 -0.082 -0.148 -0.314
O -1.040 4.705 4.516 0.039 0.211 0.244
O 0.321 4.746 6.329 -0.174 -0.201 -0.251
H 1.890 4.044 7.510 -0.072 0.172 -0.123
H 0.279 3.403 7.895 -0.041 0.046 -0.050
H 2.076 2.713 5.517 -0.152 -0.058 0.033
H 1.065 1.624 6.483 -0.123 -0.014 -0.202
C -5.502 3.157 -1.810 -0.320 0.171 -0.399
C -4.043 3.466 -1.614 0.423 0.210 -0.352
O -3.830 3.142 -0.244 -0.548 -0.152 -0.027
C -4.787 2.248 0.116 0.251 -0.127 0.386
O -4.798 1.649 1.141 -0.073 0.046 -0.147
O -5.737 2.126 -0.856 0.258 0.062 0.155
H -5.727 2.812 -2.818 -0.062 -0.155 0.125
H -6.146 4.009 -1.575 0.034 -0.018 0.027
H -3.394 2.837 -2.230 -0.008 -0.016 0.061
H -3.807 4.512 -1.808 0.077 -0.041 0.175
C -2.577 -5.443 -5.869 -0.227 0.418 0.384
C -2.789 -5.255 -7.342 -0.335 0.529 -0.327
O -1.891 -6.204 -7.919 0.076 -0.342 0.459
C -1.672 -7.170 -6.988 0.143 -0.184 -0.116
O -1.105 -8.194 -7.202 -0.083 0.100 0.052
O -2.188 -6.815 -5.779 0.138 -0.123 -0.469
H -3.480 -5.254 -5.291 0.060 -0.118 0.009
H -1.769 -4.819 -5.479 0.013 -0.017 -0.108
H -3.808 -5.497 -7.652 0.039 -0.004 0.007
H -2.550 -4.245 -7.671 0.079 -0.129 -0.127
C 5.552 5.470 -2.752 0.273 -0.119 -0.475
C 4.076 5.670 -2.530 -0.428 0.108 -0.424
O 3.913 5.310 -1.163 0.435 0.036 0.109
C 5.112 5.472 -0.551 -0.083 -0.078 0.646
O 5.279 5.418 0.627 0.058 0.159 -0.363
O 6.101 5.707 -1.457 -0.306 -0.014 0.107
H 5.964 6.165 -3.482 0.107 0.047 0.186
H 5.794 4.449 -3.057 -0.052 0.006 0.061
H 3.769 6.710 -2.660 0.012 -0.023 0.062
H 3.467 5.038 -3.174 -0.048 -0.071 0.211
C 5.325 -3.056 5.757 0.131 0.100 0.471
C 5.475 -4.124 4.706 0.203 -0.422 -0.049
O 4.414 -3.834 3.804 0.041 0.192 0.291
C 4.104 -2.516 3.949 -0.504 0.563 -0.504
O 3.367 -1.917 3.225 5.516 -0.377 3.365
O 4.740 -1.979 5.034 0.003 -0.353 -0.015
H 6.279 -2.759 6.192 -0.070 0.158 -0.071
H 4.646 -3.353 6.561 -0.003 -0.035 -0.045
H 6.424 -4.054 4.169 -0.015 0.044 0.024
H 5.373 -5.129 5.113 -0.134 0.007 -0.149
C -7.432 -3.587 -7.409 -0.227 -0.442 0.499
C -7.983 -2.240 -7.789 -0.478 0.208 0.115
O -6.828 -1.544 -8.248 0.176 -0.343 -0.065
C -5.920 -2.478 -8.643 0.347 0.070 -0.107
O -4.916 -2.232 -9.229 -0.129 -0.043 0.057
O -6.312 -3.728 -8.281 -0.015 0.395 -0.131
H -8.150 -4.391 -7.565 0.173 -0.051 -0.146
H -7.079 -3.621 -6.375 0.045 0.070 -0.046
H -8.708 -2.298 -8.606 0.053 -0.013 -0.008
H -8.441 -1.722 -6.947 0.169 0.123 -0.060
```
Forces are in eV/Å.